Arrangement i

C41H50N11O3S3SbYb | ωB97M-V/def2-TZVPD

Positions of all 110 atoms, in Å:
1 Yb 1.265 -1.579 0.449
2 N 0.094 -3.180 1.908
3 C -0.625 -2.645 3.068
4 C -1.419 -1.389 2.689
5 N -0.690 -0.396 1.874
6 C -1.665 0.304 1.011
7 C -1.722 -0.298 -0.391
8 N -0.357 -0.292 -0.938
9 C -0.006 0.628 2.694
10 C 1.098 0.072 3.589
11 N 2.076 -0.675 2.778
12 H -0.595 -3.533 1.219
13 H 0.628 -3.995 2.208
14 H 0.102 -2.442 3.855
15 H -1.350 -3.362 3.472
16 H -1.808 -0.918 3.601
17 H -2.271 -1.729 2.097
18 H -1.343 1.341 0.899
19 H -2.666 0.301 1.459
20 H -2.411 0.312 -0.993
21 H -2.081 -1.329 -0.368
22 H -0.086 0.693 -1.041
23 H -0.362 -0.700 -1.876
24 H -0.733 1.166 3.322
25 H 0.456 1.348 2.007
26 H 0.668 -0.570 4.362
27 H 1.562 0.927 4.100
28 H 2.611 -1.278 3.403
29 H 2.768 0.031 2.451
30 O -0.848 -6.007 -3.359
31 C 0.441 -5.694 -3.532
32 C 1.136 -6.355 -4.548
33 C 2.471 -6.106 -4.777
34 C 3.152 -5.187 -3.989
35 C 2.479 -4.518 -2.991
36 C 1.121 -4.739 -2.751
37 C 0.467 -3.956 -1.681
38 O 1.103 -3.017 -1.076
39 N -0.786 -4.263 -1.466
40 N -1.475 -3.709 -0.420
41 C -2.727 -3.602 -0.636
42 S -3.443 -3.886 -2.237
43 C -5.161 -3.568 -1.702
44 C -5.263 -3.946 -0.245
45 S -3.862 -3.172 0.626
46 H -1.195 -5.438 -2.630
47 H 0.595 -7.082 -5.133
48 H 2.983 -6.632 -5.569
49 H 4.205 -5.015 -4.150
50 H 2.982 -3.800 -2.359
51 H -5.813 -4.185 -2.320
52 H -5.391 -2.513 -1.868
53 H -5.176 -5.025 -0.109
54 H -6.175 -3.574 0.212
55 S -0.351 3.142 -0.472
56 Sb -0.944 5.148 0.828
57 C -1.655 4.123 2.618
58 C -1.023 4.485 3.799
59 C -1.507 4.044 5.018
60 C -2.626 3.230 5.064
61 C -3.246 2.844 3.887
62 C -2.769 3.300 2.669
63 C 1.022 3.615 -1.616
64 C 1.681 5.009 -1.422
65 C 2.138 5.649 -2.691
66 C 1.861 5.139 -3.891
67 C 1.037 3.957 -4.048
68 C 0.626 3.247 -2.996
69 C -2.907 5.239 -0.079
70 C -3.487 6.491 -0.206
71 C -4.741 6.625 -0.778
72 C -5.432 5.501 -1.200
73 C -4.858 4.247 -1.066
74 C -3.588 4.118 -0.527
75 H -0.155 5.132 3.764
76 H -1.024 4.350 5.934
77 H -3.024 2.907 6.015
78 H -4.122 2.210 3.918
79 H -3.279 3.028 1.757
80 H 1.153 5.748 -0.804
81 H 2.740 6.536 -2.573
82 H 2.217 5.616 -4.792
83 H 0.736 3.669 -5.045
84 H -0.041 2.405 -3.100
85 H -2.954 7.369 0.138
86 H -5.178 7.607 -0.894
87 H -6.417 5.604 -1.634
88 H -5.401 3.366 -1.384
89 H -3.114 3.143 -0.479
90 C 6.209 -3.592 2.328
91 N 5.600 -3.109 1.106
92 C 6.485 -2.782 0.010
93 C 4.333 -2.908 1.056
94 N 3.182 -2.772 1.081
95 H 6.794 -4.487 2.110
96 H 5.438 -3.838 3.054
97 H 6.865 -2.826 2.748
98 H 7.037 -3.675 -0.289
99 H 7.194 -2.013 0.323
100 H 5.912 -2.415 -0.838
101 N 2.138 0.752 -2.593
102 C 2.512 0.687 -1.276
103 O 2.643 -0.471 -0.754
104 C 2.741 1.867 -0.545
105 C 2.314 3.164 -0.956
106 N 2.783 4.344 -0.698
107 C 3.301 1.642 0.704
108 N 3.698 1.309 1.739
109 H 2.161 -0.126 -3.090
110 H 2.338 1.580 -3.132

LUMO (alpha / beta) ... -1.83 / -1.83 eV
Total charge ... +1
Gap between HOMO and LUMO (alpha / beta) ... 8.0 / 8.0 eV
Spin multiplicity ... 2

Arrangement ii

C41H50N11O3S3SbYb | ωB97M-V/def2-TZVPD

Positions of all 110 atoms, in Å:
1 Yb 0.098 -1.552 -1.317
2 N 2.491 -0.541 -1.450
3 C 2.752 0.544 -2.402
4 C 2.296 0.095 -3.771
5 N 0.879 -0.283 -3.731
6 C 0.060 0.943 -3.868
7 C -1.265 0.857 -3.152
8 N -1.011 0.637 -1.712
9 C 0.547 -1.221 -4.818
10 C 1.195 -2.583 -4.652
11 N 0.799 -3.171 -3.360
12 H 2.643 -0.207 -0.506
13 H 3.146 -1.299 -1.573
14 H 3.807 0.813 -2.445
15 H 2.198 1.426 -2.074
16 H 2.894 -0.768 -4.059
17 H 2.470 0.875 -4.520
18 H -0.101 1.180 -4.926
19 H 0.618 1.772 -3.431
20 H -1.859 0.034 -3.535
21 H -1.814 1.783 -3.332
22 H -1.901 0.618 -1.226
23 H -0.508 1.450 -1.355
24 H 0.824 -0.802 -5.794
25 H -0.536 -1.358 -4.806
26 H 2.280 -2.515 -4.685
27 H 0.896 -3.193 -5.504
28 H 1.266 -4.057 -3.215
29 H -0.190 -3.392 -3.407
30 O -5.492 -3.048 -1.398
31 C -5.099 -3.074 -2.678
32 C -6.063 -3.387 -3.637
33 C -5.739 -3.424 -4.977
34 C -4.438 -3.144 -5.400
35 C -3.483 -2.833 -4.455
36 C -3.782 -2.793 -3.087
37 C -2.699 -2.441 -2.141
38 O -1.550 -2.070 -2.633
39 N -2.947 -2.506 -0.873
40 N -1.923 -2.065 0.005
41 C -2.107 -2.635 1.164
42 S -1.262 -2.137 2.597
43 C -2.380 -3.003 3.740
44 C -2.808 -4.289 3.074
45 S -3.323 -3.876 1.387
46 H -4.698 -2.831 -0.857
47 H -7.069 -3.600 -3.294
48 H -6.503 -3.674 -5.705
49 H -4.181 -3.174 -6.452
50 H -2.467 -2.615 -4.760
51 H -3.227 -2.347 3.933
52 H -1.830 -3.179 4.664
53 H -3.654 -4.753 3.581
54 H -1.981 -4.986 3.015
55 S 0.941 -0.298 1.115
56 Sb 0.750 1.171 2.841
57 C -0.107 3.063 2.465
58 C -1.482 3.277 2.539
59 C -1.987 4.554 2.328
60 C -1.122 5.605 2.047
61 C 0.248 5.383 1.957
62 C 0.760 4.109 2.164
63 C -0.095 0.379 4.601
64 C -1.118 1.017 5.293
65 C -1.597 0.452 6.471
66 C -1.049 -0.731 6.948
67 C -0.013 -1.354 6.260
68 C 0.468 -0.802 5.082
69 C 2.705 1.653 3.449
70 C 2.866 2.596 4.464
71 C 4.144 2.916 4.900
72 C 5.249 2.293 4.326
73 C 5.082 1.349 3.322
74 C 3.805 1.026 2.877
75 H -2.162 2.458 2.744
76 H -3.055 4.729 2.397
77 H -1.519 6.604 1.906
78 H 0.921 6.203 1.733
79 H 1.829 3.940 2.105
80 H -1.537 1.952 4.939
81 H -2.394 0.944 7.017
82 H -1.426 -1.167 7.865
83 H 0.426 -2.269 6.641
84 H 1.275 -1.292 4.545
85 H 2.004 3.078 4.918
86 H 4.279 3.647 5.688
87 H 6.246 2.542 4.672
88 H 5.944 0.858 2.887
89 H 3.664 0.280 2.103
90 C 1.763 5.683 -2.925
91 N 0.738 5.474 -1.899
92 C -0.330 6.476 -1.795
93 C 0.552 4.261 -1.397
94 N 0.414 3.196 -0.949
95 H 1.331 5.647 -3.927
96 H 2.531 4.921 -2.838
97 H 2.221 6.659 -2.777
98 H -0.879 6.558 -2.735
99 H 0.107 7.445 -1.559
100 H -1.016 6.196 -1.003
101 N 3.139 -3.400 -0.817
102 C 2.038 -3.671 -0.018
103 O 0.879 -3.375 -0.494
104 C 2.279 -4.248 1.221
105 C 1.237 -4.630 2.115
106 N 0.421 -4.999 2.841
107 C 3.634 -4.498 1.601
108 N 4.757 -4.652 1.823
109 H 4.008 -3.791 -0.478
110 H 2.965 -3.612 -1.787

LUMO (alpha / beta) ... -2.06 / -2.12 eV
Total charge ... +1
Gap between HOMO and LUMO (alpha / beta) ... 7.7 / 7.6 eV
Spin multiplicity ... 2

Most stable structure: arrangement ii

Arrangement i

C27H29BrN4O3PtS3SeSi | ωB97M-V/def2-TZVPD

Positions of all 70 atoms, in Å:
1 Pt -0.336 -1.928 -0.097
2 C -0.601 -3.309 4.799
3 N 0.254 -2.422 4.010
4 C 1.540 -2.997 3.585
5 C -0.358 -1.658 3.106
6 N -0.890 -1.001 2.314
7 H -0.092 -3.529 5.740
8 H -0.811 -4.237 4.262
9 H -1.541 -2.804 5.015
10 H 2.135 -3.193 4.480
11 H 2.056 -2.286 2.947
12 H 1.380 -3.916 3.018
13 O 1.776 -1.914 0.227
14 C 2.365 -0.749 -0.199
15 C 3.874 -1.007 -0.278
16 C 4.433 -2.241 -0.418
17 C 5.847 -2.198 -0.568
18 C 6.337 -0.926 -0.542
19 S 5.080 0.215 -0.336
20 C 1.906 -0.363 -1.614
21 C 2.091 0.784 -2.325
22 C 1.514 0.734 -3.627
23 C 0.923 -0.470 -3.876
24 S 1.035 -1.526 -2.535
25 C 2.054 0.432 0.729
26 C 1.064 1.358 0.602
27 C 0.937 2.217 1.728
28 C 1.831 1.915 2.709
29 S 2.833 0.601 2.259
30 H 3.819 -3.130 -0.398
31 H 6.471 -3.075 -0.677
32 H 7.365 -0.607 -0.607
33 H 2.590 1.652 -1.918
34 H 1.520 1.562 -4.323
35 H 0.389 -0.771 -4.763
36 H 0.417 1.391 -0.262
37 H 0.218 3.022 1.791
38 H 1.969 2.410 3.657
39 C -2.914 -0.340 -3.161
40 Si -3.004 -0.304 -1.295
41 C -4.774 0.131 -0.836
42 C -2.908 1.580 1.752
43 C -2.385 -1.830 -0.540
44 H -3.401 0.544 -3.579
45 H -3.409 -1.233 -3.555
46 H -1.873 -0.350 -3.492
47 H -5.075 1.108 -1.218
48 H -4.931 0.123 0.243
49 H -5.424 -0.635 -1.273
50 H -1.996 1.963 2.217
51 H -2.728 0.543 1.473
52 H -3.749 1.646 2.442
53 H -2.597 -2.628 -1.266
54 H -2.950 -2.077 0.366
55 Br 0.876 4.720 -3.861
56 C -0.294 4.656 -2.358
57 C -0.541 5.843 -1.672
58 N -1.367 5.855 -0.601
59 C -1.926 4.735 -0.213
60 C -1.724 3.460 -0.851
61 C -0.851 3.459 -1.993
62 C -2.335 2.309 -0.396
63 O -3.251 2.383 0.616
64 O -2.084 1.109 -0.943
65 H -0.079 6.772 -1.976
66 H -2.582 4.787 0.648
67 H -0.637 2.544 -2.529
68 Se -0.713 -4.500 1.219
69 C -0.841 -5.793 -0.088
70 N -0.925 -6.617 -0.899

LUMO (alpha / beta) ... 3.57 / 3.96 eV
Total charge ... -2
Gap between HOMO and LUMO (alpha / beta) ... 2.9 / 4.0 eV

Arrangement ii

C27H29BrN4O3PtS3SeSi | ωB97M-V/def2-TZVPD

Positions of all 70 atoms, in Å:
1 Pt 0.690 0.143 -0.045
2 C 1.147 4.125 -3.125
3 N 1.371 2.701 -2.962
4 C 2.567 2.346 -2.210
5 C 0.262 1.965 -2.787
6 N -0.688 1.324 -2.647
7 H 1.994 4.557 -3.664
8 H 1.046 4.638 -2.159
9 H 0.240 4.288 -3.704
10 H 3.437 2.717 -2.761
11 H 2.627 1.266 -2.117
12 H 2.547 2.790 -1.210
13 O -0.785 1.165 0.814
14 C -1.252 1.137 2.111
15 C -1.339 -0.262 2.718
16 C -0.310 -1.135 2.891
17 C -0.719 -2.391 3.402
18 C -2.064 -2.445 3.616
19 S -2.829 -0.980 3.184
20 C -2.645 1.748 2.041
21 C -3.459 2.232 3.023
22 C -4.705 2.682 2.517
23 C -4.789 2.528 1.163
24 S -3.371 1.843 0.495
25 C -0.408 2.031 3.015
26 C -0.028 1.893 4.315
27 C 0.738 2.997 4.787
28 C 0.913 3.948 3.829
29 S 0.162 3.510 2.351
30 H 0.699 -0.896 2.599
31 H -0.049 -3.223 3.564
32 H -2.649 -3.282 3.964
33 H -3.167 2.262 4.065
34 H -5.495 3.098 3.129
35 H -5.622 2.784 0.528
36 H -0.272 1.017 4.899
37 H 1.155 3.065 5.783
38 H 1.471 4.868 3.907
39 C 3.035 -2.120 1.711
40 Si 3.591 -0.339 1.442
41 C 4.457 0.172 3.057
42 C 4.958 -0.257 0.140
43 C 2.196 0.865 1.139
44 H 3.870 -2.825 1.642
45 H 2.267 -2.404 0.986
46 H 2.604 -2.230 2.709
47 H 5.311 -0.473 3.285
48 H 3.759 0.118 3.896
49 H 4.818 1.203 2.998
50 H 5.723 -1.021 0.306
51 H 5.449 0.719 0.190
52 H 4.551 -0.377 -0.864
53 H 2.617 1.791 0.723
54 H 1.787 1.154 2.114
55 Br 4.655 -5.771 -0.794
56 C 3.394 -4.803 -1.843
57 C 2.649 -5.472 -2.793
58 N 1.751 -4.852 -3.556
59 C 1.591 -3.543 -3.384
60 C 2.306 -2.793 -2.454
61 C 3.226 -3.444 -1.650
62 C 2.118 -1.291 -2.353
63 O 2.033 -0.645 -3.387
64 O 2.161 -0.849 -1.149
65 H 2.777 -6.539 -2.944
66 H 0.853 -3.048 -4.002
67 H 3.777 -2.897 -0.895
68 Se -0.874 -2.123 -0.821
69 C -2.692 -1.926 -0.760
70 N -3.848 -1.836 -0.734

LUMO ... 3.89 eV
Total charge ... -2
Gap between HOMO and LUMO ... 5.4 eV

Most stable structure: arrangement ii

Arrangement i

H5NOSi | ωB97M-V/def2-TZVPD

Positions of all 8 atoms, in Å:
1 N 0.692 1.033 -0.032
2 O -1.400 -0.879 0.197
3 Si -0.107 -0.364 -0.647
4 H 0.106 1.181 1.961
5 H 1.592 0.974 0.361
6 H -1.102 -0.876 1.137
7 H -0.508 0.360 -1.767
8 H 0.726 -1.430 -1.210

LUMO (alpha / beta) ... -1.25 / -1.51 eV
Total charge ... 0
Gap between HOMO and LUMO (alpha / beta) ... 9.2 / 8.6 eV

Arrangement ii

H5NOSi | ωB97M-V/def2-TZVPD

Positions of all 8 atoms, in Å:
1 N -2.615 0.359 0.463
2 Si -1.546 -0.280 -0.648
3 H -3.565 0.068 0.471
4 H -1.432 -1.017 -1.947
5 H -0.227 0.006 -0.241
6 O 2.774 0.060 0.700
7 H 2.850 1.003 1.048
8 H 1.842 -0.044 0.340

LUMO ... -0.35 eV
Total charge ... 0
Gap between HOMO and LUMO ... 9.6 eV
Structure (SMILES) ... N=[SiH2].O

Most stable structure: arrangement ii

Arrangement i

BrH2OP | ωB97M-V/def2-TZVPD

Positions of all 5 atoms, in Å:
1 O -0.025 1.110 0.907
2 P -0.849 1.058 -0.515
3 Br -2.554 -0.107 0.014
4 H 0.651 1.672 0.525
5 H 0.234 -0.497 -1.517

LUMO ... -0.21 eV
Total charge ... 0
Gap between HOMO and LUMO ... 8.7 eV

Arrangement ii

BrH2OP | ωB97M-V/def2-TZVPD

Positions of all 5 atoms, in Å:
1 O -0.065 1.149 0.126
2 P -0.544 -0.001 -0.881
3 Br -2.262 -0.599 0.335
4 H 0.875 1.087 0.503
5 H 1.997 -1.636 -0.083

LUMO (alpha / beta) ... -0.85 / -0.83 eV
Total charge ... 0
Gap between HOMO and LUMO (alpha / beta) ... 7.2 / 9.6 eV

Most stable structure: arrangement i

Arrangement i

C6H10N2S2 | ωB97M-V/def2-TZVPD

Positions of all 20 atoms, in Å:
1 C 0.055 1.729 -0.655
2 C 1.534 -0.111 -0.144
3 C -0.410 2.929 -0.523
4 C -0.837 -0.493 0.209
5 C -1.216 0.015 1.600
6 C 0.669 -2.410 -0.269
7 N 1.286 1.203 -0.469
8 N 0.476 -0.964 -0.052
9 S 3.048 -0.654 0.041
10 S -2.146 -1.278 -0.688
11 H 0.270 3.856 -0.214
12 H -1.415 3.170 -0.809
13 H -0.336 0.354 2.035
14 H -1.583 -0.946 2.068
15 H -1.851 0.811 1.358
16 H 0.068 -2.905 -1.077
17 H 1.783 -2.638 -0.583
18 H 0.533 -2.840 0.760
19 H 2.162 1.794 -0.846
20 H -2.091 -0.622 -1.741

LUMO (alpha / beta) ... -0.43 / -0.66 eV
Total charge ... 0
Gap between HOMO and LUMO (alpha / beta) ... 7.5 / 7.0 eV

Arrangement ii

C6H10N2S2 | ωB97M-V/def2-TZVPD

Positions of all 20 atoms, in Å:
1 C -1.691 -1.404 0.021
2 C -0.728 -2.156 -0.617
3 N -0.176 -1.310 -1.547
4 C -0.810 -0.108 -1.441
5 N -1.737 -0.131 -0.497
6 H -2.354 -1.715 0.828
7 H -0.394 -3.186 -0.496
8 H 0.575 -1.541 -2.202
9 H -0.558 0.744 -2.073
10 C 0.735 1.128 1.472
11 C 1.186 -0.162 0.804
12 S 2.108 0.268 -0.704
13 S 1.103 2.095 -1.035
14 C 0.019 1.959 0.419
15 H 1.610 1.680 1.864
16 H 0.063 0.913 2.324
17 H 1.867 -0.758 1.440
18 H 0.319 -0.801 0.547
19 H -0.943 1.494 0.131
20 H -0.194 2.991 0.760

LUMO ... 0.55 eV
Total charge ... 0
Gap between HOMO and LUMO ... 8.2 eV
Structure (SMILES) ... c1c[nH]cn1.C1CSSC1

Most stable structure: arrangement ii